No. 1
{
  "formula": "C2H2Cl3O6Pt",
  "method": "wB97M-V/def2-TZVPD",
  "elements": ["Pt", "Cl", "Cl", "Cl", "O", "C", "O", "O", "H", "O", "C", "O", "O", "H"],
  "positions_angstrom": [[0.99152, 0.88494, 0.67302], [0.96961, 2.70178, 2.50653], [3.40133, 0.16816, 1.13822], [1.15484, 2.65285, -1.34738], [-2.32216, -1.44280, 2.00251], [-1.38091, -0.52038, 1.58051], [-1.67628, 0.53809, 0.95590], [-0.19230, -0.76281, 1.90649], [-1.67340, -2.07302, 2.35899], [0.15420, 0.22418, -3.15976], [0.10151, -0.82719, -2.28913], [-0.51205, -1.87784, -2.62455], [0.55239, -0.62825, -1.13262], [0.43171, 0.96230, -2.56874]],
  "mulliken_charge": [1.360, -0.744, -0.811, -0.851, -0.523, 0.903, -0.742, -0.843, 0.275, -0.444, 0.631, -0.792, -0.705, 0.285],
  "total_charge": -3,
  "gap_ev": [5.776, 6.473],
  "de_lowest_kj_mol": 13.3,
  "spin_multiplicity": 3,
  "s_squared": 2.004
}



No. 2
{
  "formula": "C6H6N2OS",
  "method": "wB97M-V/def2-TZVPD",
  "elements": ["N", "C", "C", "C", "N", "C", "C", "O", "C", "S", "H", "H", "H", "H", "H", "H"],
  "positions_angstrom": [[-1.97467, 1.04135, 0.11502], [-1.29764, -0.08112, 0.16928], [0.09054, -0.23752, 0.15132], [0.50196, -1.60316, 0.17351], [1.72961, -2.01151, 0.12180], [2.65339, -1.05524, 0.04701], [2.42733, 0.30950, 0.03161], [3.63405, 0.94976, -0.05233], [1.07450, 0.82844, 0.09672], [0.52567, 2.47892, 0.12667], [-2.98085, 1.03587, 0.10850], [-1.41199, 1.90955, 0.06947], [-1.87704, -0.99803, 0.22159], [-0.24859, -2.38026, 0.22850], [3.68499, -1.37288, -0.00373], [3.48676, 1.91172, -0.06085]],
  "mulliken_charge": [-0.179, 0.028, 0.425, -0.601, -0.619, -0.241, 0.804, -0.532, -0.052, -0.567, 0.254, 0.041, 0.273, 0.285, 0.387, 0.294],
  "gap_ev": 7.076,
  "de_lowest_kj_mol": 0.0,
  "smiles": "N/C=C1/C=NC=C(O)C1=S"
}



No. 3
{
  "formula": "C10H16O",
  "method": "wB97M-V/def2-TZVPD",
  "elements": ["C", "C", "C", "C", "C", "C", "C", "H", "H", "H", "H", "H", "H", "H", "H", "C", "C", "C", "O", "H", "H", "H", "H", "H", "H", "H", "H"],
  "positions_angstrom": [[-2.09798, 0.66427, 1.68698], [-1.14808, -1.55110, 0.96972], [-0.96386, -0.33596, 1.55828], [-0.13604, -2.59430, 1.02253], [1.04222, -2.25987, 1.73178], [0.29391, 0.03297, 2.14332], [1.28147, -0.99689, 2.21685], [-2.08792, -1.74515, 0.45977], [-0.39795, -3.54341, 0.63799], [-1.76247, 1.52888, 2.25831], [-2.98355, 0.27480, 2.16894], [1.71722, -3.08525, 1.95501], [0.41082, 1.04012, 2.51692], [2.27941, -0.69536, 2.53059], [-2.43514, 0.96471, 0.68648], [0.24556, 1.61372, -2.66165], [-0.31798, 1.84534, -1.25620], [1.76256, 1.78445, -2.73605], [-0.02753, 0.23559, -3.07577], [-0.39315, 2.07302, -3.39734], [-1.22614, 2.44277, -1.39861], [2.06739, 2.82251, -2.90074], [2.17460, 1.45098, -1.78484], [2.15728, 1.18370, -3.55191], [0.15988, -0.36547, -2.35343], [0.28522, 2.30389, -0.47778], [-0.70159, 0.89990, -0.87265]],
  "mulliken_charge": [-1.327, -0.196, 0.554, -1.056, -0.059, -0.545, -0.763, 0.290, 0.435, 0.285, 0.376, 0.309, 0.338, 0.220, 0.257, 0.392, -0.974, -1.340, -0.607, 0.343, 0.317, 0.330, 0.318, 0.359, 0.301, 0.398, 0.041],
  "total_charge": -1,
  "gap_ev": [2.800, 6.982],
  "de_lowest_kj_mol": 54.5,
  "spin_multiplicity": 2,
  "s_squared": 0.761
}



No. 4
{
  "formula": "C6H10",
  "method": "wB97M-V/def2-TZVPD",
  "elements": ["C", "C", "C", "C", "C", "C", "H", "H", "H", "H", "H", "H", "H", "H", "H", "H"],
  "positions_angstrom": [[-0.97967, -0.72305, 1.42307], [-0.53510, 0.43530, 0.53449], [0.99582, 0.72343, 0.47052], [0.94116, 0.59620, -1.05013], [0.41917, -0.74673, -1.46228], [-0.54677, 0.29468, -0.99517], [-1.09194, -0.38930, 2.46173], [-1.93563, -1.14971, 1.10136], [-0.23661, -1.52924, 1.42628], [-1.08568, 1.34303, 0.80397], [1.26377, 1.72476, 0.81813], [1.63328, -0.00815, 0.98350], [1.47514, 1.23349, -1.74822], [0.60996, -1.63608, -0.86280], [0.41768, -0.92624, -2.53502], [-1.32748, 0.68097, -1.64532]],
  "mulliken_charge": [-1.367, 0.243, -0.867, -0.121, -0.635, -0.334, 0.382, 0.299, 0.296, 0.387, 0.273, 0.285, 0.369, 0.168, 0.252, 0.371],
  "gap_ev": 10.787,
  "de_lowest_kj_mol": 127.0,
  "smiles": "C[C@H]1C[C@H]2C[C@H]21"
}



No. 5
{
  "formula": "C8H12BNO",
  "method": "wB97M-V/def2-TZVPD",
  "elements": ["B", "C", "C", "C", "C", "C", "C", "C", "C", "N", "O", "H", "H", "H", "H", "H", "H", "H", "H", "H", "H", "H", "H"],
  "positions_angstrom": [[0.26177, -0.06058, 0.21913], [3.64474, -0.57868, -0.12420], [3.51126, 0.68229, -0.77442], [2.66779, -0.80400, 0.76578], [2.31142, 1.20252, -0.37957], [-1.63251, -1.06733, -0.80235], [1.70123, 0.31531, 0.63314], [-2.32351, -0.33815, 0.39222], [-3.66164, 0.44736, -0.04404], [-1.39522, 0.47398, 1.15813], [-0.23359, -0.91439, -0.72284], [4.47242, -1.21388, -0.29274], [4.20998, 1.06875, -1.50906], [2.71088, -1.70150, 1.51049], [1.88558, 2.18809, -0.78111], [-1.72143, -2.22587, -0.86445], [-1.94268, -0.69965, -1.77459], [1.58378, 0.96108, 1.49232], [-2.56816, -1.16316, 1.05729], [-3.96732, 0.15334, -0.95789], [-3.43858, 1.48949, 0.10635], [-4.50304, 0.27476, 0.74870], [-1.57316, 1.51021, 0.94372]],
  "mulliken_charge": [0.459, -0.341, -0.530, -0.783, -0.646, -0.634, 0.647, 0.481, -1.112, -0.705, -0.556, 0.473, 0.407, 0.264, 0.304, 0.228, 0.297, 0.336, 0.201, 0.384, 0.322, 0.251, 0.252],
  "gap_ev": 9.377,
  "de_lowest_kj_mol": 199.0
}



No. 6
{
  "formula": "C12H30N3O2",
  "method": "wB97M-V/def2-TZVPD",
  "elements": ["C", "C", "C", "O", "C", "C", "N", "C", "C", "N", "C", "H", "H", "H", "H", "H", "H", "H", "H", "H", "H", "H", "H", "H", "H", "H", "H", "H", "H", "H", "C", "C", "C", "O", "C", "N", "H", "H", "H", "H", "H", "H", "H", "H", "H", "H", "H"],
  "positions_angstrom": [[4.20077, -2.10874, 1.38141], [2.74365, -1.75889, 1.72243], [2.12256, -0.71187, 0.78752], [1.17809, -1.23836, -0.15453], [0.00475, -1.76906, 0.39083], [-0.09671, -3.22564, -0.03947], [-1.27922, -3.85943, 0.63521], [-2.58979, -3.16964, 0.30213], [-2.52489, -1.64554, 0.37900], [-2.84460, -1.21402, 1.74272], [-1.21586, -1.03812, -0.14257], [4.89690, -1.54158, 1.99639], [4.40877, -3.16420, 1.55308], [4.42420, -1.89719, 0.33490], [2.69444, -1.37957, 2.74379], [2.14498, -2.67259, 1.70059], [1.64619, 0.09902, 1.34947], [2.89367, -0.25979, 0.16618], [-0.00181, -1.70528, 1.48941], [-0.30962, -3.26270, -1.10912], [0.80238, -3.80332, 0.16089], [-1.13640, -3.89465, 1.64630], [-1.34123, -4.83176, 0.32963], [-2.88660, -3.53132, -0.68031], [-3.32384, -3.52756, 1.02365], [-3.32809, -1.29967, -0.27774], [-2.32418, -0.38840, 2.01423], [-2.68766, -1.91898, 2.45151], [-1.17271, 0.01111, 0.16209], [-1.17634, -1.04127, -1.23520], [-0.25473, 4.81405, -2.46353], [0.58049, 3.58765, -2.11079], [-0.21503, 2.44205, -1.47774], [-0.60978, 2.61880, -0.12690], [-1.73655, 3.45587, 0.07062], [1.72440, 4.00623, -1.30233], [-0.45608, 5.42542, -1.58359], [0.28919, 5.43887, -3.16981], [-1.20820, 4.53499, -2.91543], [0.97986, 3.18003, -3.04546], [0.42333, 1.55288, -1.46409], [-1.09627, 2.20854, -2.09360], [-2.47618, 3.31531, -0.72430], [-1.46262, 4.51108, 0.11296], [-2.18444, 3.17902, 1.02444], [2.37728, 3.23855, -1.18727], [1.40354, 4.23966, -0.36759]],
  "mulliken_charge": [-1.309, -0.048, -0.509, -0.400, 0.307, -1.031, 0.011, -1.422, 0.439, -0.647, -0.772, 0.325, 0.341, 0.377, 0.397, 0.090, 0.210, 0.480, 0.289, 0.316, 0.445, 0.433, 0.375, 0.404, 0.542, 0.339, 0.307, 0.228, 0.118, 0.363, -1.433, 0.217, -0.530, -0.339, -0.779, -0.676, 0.306, 0.360, 0.342, 0.412, 0.261, 0.432, 0.362, 0.252, 0.257, 0.255, 0.302],
  "total_charge": 1,
  "gap_ev": 7.778
}



No. 7
{
  "formula": "C2H6OS",
  "method": "wB97M-V/def2-TZVPD",
  "elements": ["C", "C", "O", "S", "H", "H", "H", "H", "H", "H"],
  "positions_angstrom": [[0.07801, 1.39802, -0.00695], [0.19876, -1.37900, -0.18920], [2.60144, 0.09696, 0.53809], [1.06202, 0.07336, -0.87730], [0.47077, 1.27190, 1.02008], [-1.02806, 1.21769, -0.15809], [0.26068, 2.34322, -0.36256], [0.86609, -2.26641, -0.03868], [-0.80942, -1.64367, -0.72205], [0.08478, -1.19142, 0.83217]],
  "mulliken_charge": [-0.775, -0.750, -0.566, 0.231, 0.302, 0.284, 0.357, 0.327, 0.296, 0.294],
  "gap_ev": [9.060, 9.059],
  "de_lowest_kj_mol": 362.5
}



No. 8
{
  "formula": "C5H8O",
  "method": "wB97M-V/def2-TZVPD",
  "elements": ["C", "C", "C", "C", "H", "H", "H", "H", "H", "H", "C", "O", "H", "H"],
  "positions_angstrom": [[0.08315, 0.27752, -1.52614], [-0.06706, -0.43192, -0.42536], [-0.96593, -1.30473, 0.34091], [0.54231, -1.37515, 0.51135], [1.07217, 0.42993, -1.95556], [-0.77223, 0.52141, -2.15536], [-1.47007, -2.10891, -0.18262], [-1.56505, -0.89746, 1.14250], [0.97547, -1.00738, 1.42846], [1.07292, -2.22384, 0.09976], [0.26638, 1.95252, 0.66735], [0.09794, 2.89902, -0.04908], [1.30821, 1.65996, 0.83173], [-0.58241, 1.57361, 1.26041]],
  "mulliken_charge": [-0.724, 0.346, -0.532, -0.433, 0.255, 0.244, 0.220, 0.201, 0.225, 0.226, -0.144, -0.444, 0.310, 0.250],
  "gap_ev": 10.533,
  "de_lowest_kj_mol": 327.9,
  "smiles": "C=C1CC1.C=O"
}



| no. | strongest force on any atom (eV Å⁻¹) |
| --- | --- |
| 1 | 3.9 |
| 2 | 1.9 |
| 3 | 2.2 |
| 4 | 0.3 |
| 5 | 5.8 |
| 6 | 0.3 |
| 7 | 4.7 |
| 8 | 1.6 |